# 1
Molecular formula: C3H7N2O2S
Method: DFT, ωB97M-V/def2-TZVPD

Positions of all 15 atoms, in Å:
C  -0.35  -1.13  0.98
C  0.28  -0.50  -0.29
C  1.89  -0.19  0.04
O  2.63  -1.13  -0.05
O  2.20  0.97  0.25
N  -0.42  0.94  -0.69
N  -1.74  0.55  -1.07
S  -0.49  2.04  0.65
H  0.07  -0.63  1.79
H  -1.39  -1.11  0.97
H  0.02  -2.17  1.09
H  0.19  -1.18  -1.11
H  -2.24  1.35  -1.23
H  -1.48  0.03  -1.89
H  0.83  2.16  0.55

Summary:
Energy: -21134.115 eV
2S+1: 1
Kohn-Sham gap: 0.26663 hartree
HOMO: -3.7791 eV
Relative energy (zero: lowest compared OMol25 entry of this formula, charge and spin): 64.9 kcal/mol
Charge: -1

Mulliken analysis output, partial charges in e:
1 C -1.499
2 C 0.183
3 C 0.419
4 O -0.701
5 O -0.709
6 N -0.087
7 N -0.565
8 S -0.330
9 H 0.372
10 H 0.456
11 H 0.357
12 H 0.406
13 H 0.249
14 H 0.202
15 H 0.247



# 2
Molecular formula: C36H53CaGe2N6O2S3
Method: DFT, ωB97M-V/def2-TZVPD

Positions of all 103 atoms, in Å:
Ca  -0.08  -0.10  -0.23
O  -1.12  -5.57  0.31
C  -0.59  -5.17  1.47
C  -0.59  -6.10  2.52
C  -0.09  -5.76  3.76
C  0.43  -4.49  3.99
C  0.44  -3.57  2.96
C  -0.06  -3.88  1.69
C  0.00  -2.83  0.65
O  0.55  -1.72  0.96
N  -0.49  -3.11  -0.54
N  -0.39  -2.10  -1.49
C  -0.44  -2.56  -2.68
S  -0.51  -4.27  -3.06
C  -0.74  -4.02  -4.85
C  0.01  -2.77  -5.26
S  -0.43  -1.47  -4.06
H  -1.09  -4.81  -0.31
H  -1.00  -7.08  2.32
H  -0.10  -6.49  4.55
H  0.82  -4.23  4.96
H  0.85  -2.58  3.11
H  -1.80  -3.94  -5.07
H  -0.34  -4.90  -5.35
H  -0.29  -2.42  -6.25
H  1.09  -2.92  -5.23
C  0.22  4.99  -1.36
C  0.33  3.68  -0.59
Ge  1.03  2.25  -1.78
C  -0.35  1.95  -3.20
C  0.22  2.01  -4.61
C  2.75  2.83  -2.53
C  3.71  1.93  -2.24
Ge  2.83  0.54  -1.12
C  3.29  0.47  0.81
C  4.77  0.69  1.15
C  2.79  -1.29  -1.89
C  4.18  -1.92  -1.94
C  5.10  1.99  -2.68
C  6.07  1.19  -2.06
C  7.39  1.24  -2.46
C  7.78  2.08  -3.49
C  6.82  2.87  -4.13
C  5.50  2.82  -3.73
H  -0.14  5.80  -0.72
H  -0.48  4.91  -2.19
H  1.19  5.30  -1.76
H  -0.64  3.40  -0.17
H  1.02  3.80  0.26
H  -1.11  2.71  -3.05
H  -0.86  0.99  -3.06
H  0.73  2.96  -4.79
H  -0.56  1.91  -5.36
H  0.95  1.22  -4.77
H  2.94  3.72  -3.11
H  2.95  -0.50  1.18
H  2.68  1.21  1.32
H  5.39  -0.12  0.77
H  4.90  0.71  2.23
H  5.14  1.63  0.74
H  2.35  -1.26  -2.89
H  2.14  -1.91  -1.27
H  4.83  -1.39  -2.63
H  4.12  -2.96  -2.27
H  4.65  -1.92  -0.95
H  5.78  0.53  -1.25
H  8.13  0.63  -1.96
H  8.81  2.12  -3.81
H  7.12  3.51  -4.95
H  4.77  3.43  -4.25
C  -2.06  5.05  4.66
C  -2.16  4.85  3.15
N  -1.65  3.56  2.71
C  -0.35  3.23  2.60
S  0.04  1.62  2.27
N  0.56  4.19  2.72
C  2.00  4.01  2.56
C  2.67  3.51  3.83
H  -2.48  6.02  4.94
H  -1.02  5.02  5.00
H  -2.60  4.28  5.19
H  -1.66  5.65  2.60
H  -3.21  4.90  2.84
H  -2.27  2.77  2.72
H  0.25  5.11  3.00
H  2.40  4.98  2.27
H  2.16  3.32  1.74
H  2.49  4.19  4.67
H  3.75  3.45  3.68
H  2.31  2.52  4.09
N  -3.21  0.16  -1.78
C  -3.47  0.00  -0.43
C  -4.76  0.16  0.09
C  -4.96  -0.06  1.43
C  -3.88  -0.43  2.23
C  -2.64  -0.53  1.64
N  -2.43  -0.29  0.34
H  -4.02  0.23  -2.37
H  -2.54  -0.51  -2.14
H  -5.58  0.41  -0.57
H  -5.95  0.04  1.86
H  -4.00  -0.65  3.28
H  -1.77  -0.80  2.22

Summary:
Energy: -215202.577 eV
2S+1: 1
Kohn-Sham gap: 0.29481 hartree
HOMO: -9.8180 eV
Relative energy (zero: lowest compared OMol25 entry of this formula, charge and spin): 3.9 kcal/mol
Charge: +1

Results of the Mulliken charge analysis, in e, for atoms 1 through 99:
1 Ca 1.123
2 O -0.681
3 C 0.680
4 C -0.683
5 C -0.352
6 C -1.025
7 C -0.632
8 C 0.086
9 C 0.947
10 O -0.673
11 N -0.714
12 N -0.121
13 C -0.308
14 S -0.100
15 C -0.602
16 C -0.627
17 S 0.002
18 H 0.483
19 H 0.455
20 H 0.384
21 H 0.435
22 H 0.459
23 H 0.308
24 H 0.431
25 H 0.445
26 H 0.295
27 C -1.579
28 C 0.314
29 Ge 0.514
30 C 0.266
31 C -1.634
32 C 0.198
33 C -0.670
34 Ge 0.833
35 C 0.861
36 C -1.713
37 C 0.098
38 C -1.412
39 C 0.248
40 C 0.533
41 C -1.135
42 C -0.448
43 C -0.797
44 C -0.529
45 H 0.408
46 H 0.336
47 H 0.326
48 H 0.273
49 H -0.474
50 H 0.518
51 H -0.240
52 H 0.422
53 H 0.390
54 H 0.330
55 H 0.445
56 H 0.291
57 H -0.369
58 H 0.351
59 H 0.416
60 H 0.421
61 H 0.180
62 H 0.113
63 H 0.371
64 H 0.403
65 H 0.312
66 H 0.399
67 H 0.409
68 H 0.405
69 H 0.398
70 H 0.372
71 C -0.957
72 C -0.841
73 N -0.037
74 C -0.017
75 S 0.016
76 N 0.073
77 C 0.231
78 C -1.248
79 H 0.377
80 H 0.272
81 H 0.310
82 H 0.310
83 H 0.453
84 H 0.157
85 H 0.258
86 H 0.448
87 H -0.556
88 H 0.397
89 H 0.403
90 H 0.241
91 N -0.267
92 C 0.500
93 C -0.989
94 C -0.297
95 C -1.220
96 C -0.431
97 N 0.161
98 H 0.279
99 H -0.093



# 3
Molecular formula: C2H3Cl2O2P
Method: DFT, ωB97M-V/def2-TZVPD

Positions of all 10 atoms, in Å:
C  -0.10  -0.03  0.08
C  -1.20  -0.94  -0.38
Cl  -2.31  -0.45  -1.67
Cl  -2.02  -1.90  0.86
O  -0.33  -2.16  -1.21
P  -1.22  -3.46  -1.69
O  -0.25  -4.40  -2.14
H  0.11  -0.05  1.12
H  -0.28  1.01  -0.08
H  0.81  -0.14  -0.42

Summary:
Energy: -40550.878 eV
2S+1: 1
Kohn-Sham gap: 0.38083 hartree
HOMO: -10.1033 eV
Relative energy (zero: lowest compared OMol25 entry of this formula, charge and spin): 39.7 kcal/mol
Charge: 0

Mulliken analysis output, partial charges in e:
1 C -1.284
2 C 0.765
3 Cl -0.108
4 Cl -0.127
5 O -0.281
6 P 0.438
7 O -0.476
8 H 0.361
9 H 0.374
10 H 0.337



# 4
Molecular formula: C3H4NO3
Method: DFT, ωB97M-V/def2-TZVPD

Positions of all 11 atoms, in Å:
C  -1.45  1.18  0.75
C  0.82  -0.47  -0.64
C  -0.30  -1.11  0.26
N  0.90  0.92  -0.20
O  -1.63  2.26  1.02
O  1.81  1.64  -0.39
O  -1.38  0.01  0.47
H  1.70  -1.03  -0.52
H  0.43  -0.18  -1.69
H  -0.94  -1.92  -0.38
H  0.04  -1.30  1.33

Summary:
Energy: -10796.000 eV
2S+1: 1
Kohn-Sham gap: 0.33394 hartree
HOMO: -14.1041 eV
Relative energy (zero: lowest compared OMol25 entry of this formula, charge and spin): 93.3 kcal/mol
Charge: +1

Mulliken analysis output, partial charges in e:
1 C 0.851
2 C -0.391
3 C -0.196
4 N 0.080
5 O -0.144
6 O -0.294
7 O -0.254
8 H 0.404
9 H 0.320
10 H 0.295
11 H 0.328



# 5
Molecular formula: H37O18
Method: DFT, ωB97M-V/def2-TZVPD

Positions of all 55 atoms, in Å:
O  -1.17  -0.29  0.65
H  -2.04  0.04  1.18
H  -0.74  0.45  0.30
O  1.57  1.87  -0.02
H  1.52  0.92  -0.04
O  -2.31  -0.89  4.03
H  -2.44  -0.51  4.96
H  -1.51  -1.36  4.05
O  -1.41  1.28  4.06
H  -0.75  1.05  3.54
H  -1.13  2.09  4.38
O  0.33  -3.77  -0.07
H  -0.55  -3.85  -0.60
H  0.93  -3.81  -0.69
O  -2.06  -2.16  -1.01
H  -1.99  -1.37  -0.43
H  -3.01  -2.46  -1.08
O  -1.36  2.95  0.59
H  -1.76  3.32  -0.25
H  -2.04  2.45  1.03
O  -0.46  -0.44  -2.36
H  -1.16  -0.97  -2.14
H  0.19  -0.65  -1.59
O  4.32  1.82  0.46
H  4.53  0.99  0.98
H  5.20  2.17  0.25
O  -0.17  -2.08  2.63
H  -0.20  -3.02  2.98
H  -0.96  -1.85  2.09
O  -4.89  2.73  0.36
H  -4.32  2.33  1.01
H  -5.81  2.86  0.67
O  -3.32  0.20  1.98
H  -3.89  -0.49  2.26
H  -2.57  0.32  2.67
O  1.90  -0.52  -0.66
H  2.12  -1.19  0.10
H  2.85  -0.48  -1.00
O  1.51  -1.03  -4.41
H  0.87  -1.34  -5.13
H  0.82  -1.02  -3.71
O  0.77  1.57  -4.15
H  0.64  1.54  -5.13
H  1.13  0.67  -4.03
O  0.17  2.70  -1.87
H  0.06  1.82  -2.31
H  0.74  3.21  -2.43
O  2.34  -1.34  1.95
H  2.95  -1.18  2.64
H  1.49  -1.71  2.37
O  4.02  -1.88  -2.39
H  4.37  -2.59  -2.88
H  3.28  -1.59  -2.87
H  0.95  2.36  -0.78
H  2.41  2.12  -0.13

Summary:
Energy: -37449.025 eV
2S+1: 1
Kohn-Sham gap: 0.40354 hartree
HOMO: -13.4529 eV
Relative energy (zero: lowest compared OMol25 entry of this formula, charge and spin): 101.6 kcal/mol
Charge: +1

Mulliken analysis output, partial charges in e:
1 O -0.238
2 H 0.389
3 H -0.014
4 O -0.356
5 H 0.347
6 O -0.640
7 H 0.300
8 H 0.358
9 O -0.501
10 H 0.230
11 H 0.264
12 O -0.555
13 H 0.297
14 H 0.243
15 O -0.635
16 H 0.406
17 H 0.267
18 O -0.577
19 H 0.329
20 H 0.267
21 O -0.799
22 H 0.433
23 H 0.270
24 O -0.606
25 H 0.290
26 H 0.293
27 O -0.768
28 H 0.288
29 H 0.309
30 O -0.630
31 H 0.304
32 H 0.308
33 O -0.662
34 H 0.302
35 H 0.426
36 O -0.608
37 H 0.282
38 H 0.289
39 O -0.695
40 H 0.342
41 H 0.435
42 O -0.712
43 H 0.294
44 H 0.361
45 O -0.614
46 H 0.438
47 H 0.347
48 O -0.608
49 H 0.290
50 H 0.354
51 O -0.590
52 H 0.289
53 H 0.290
54 H 0.515
55 H 0.361



# 6
Molecular formula: C4H5ClO2S
Method: DFT, ωB97M-V/def2-TZVPD

Positions of all 13 atoms, in Å:
O  1.53  1.46  0.95
C  1.36  0.70  -0.12
S  2.37  -0.42  -0.81
C  -0.08  0.73  -0.67
Cl  -0.77  2.39  -0.59
C  -1.07  -0.17  0.13
C  -0.94  -1.58  0.23
O  -1.93  -0.99  -0.59
H  2.41  1.28  1.30
H  -0.05  0.45  -1.72
H  -1.45  0.28  1.05
H  -0.08  -2.04  -0.23
H  -1.29  -2.10  1.06

Summary:
Energy: -31679.938 eV
2S+1: 1
Kohn-Sham gap: 0.33943 hartree
HOMO: -9.4197 eV
Relative energy (zero: lowest compared OMol25 entry of this formula, charge and spin): 41.1 kcal/mol
Charge: 0

Mulliken analysis output, partial charges in e:
1 O -0.398
2 C 0.202
3 S -0.239
4 C -0.097
5 Cl -0.202
6 C -0.072
7 C -0.360
8 O -0.451
9 H 0.374
10 H 0.418
11 H 0.337
12 H 0.201
13 H 0.287